No. 1
{
  "formula": "C36H95F3NO12P",
  "method": "ωB97M-V/def2-TZVPD",
  "homo_energy_ha": -0.3202,
  "e_lumo_ev": 0.6,
  "e_tot_ha": -3027.1401,
  "charge": 0,
  "smiles": "CCCN[PH2](O)C[C@H](O)C(F)(F)F.CC(C)O.CC(C)O.CC(C)O.CC(C)O.CC(C)O.CC(C)O.CC(C)O.CC(C)O.CC(C)O.CC(C)O",
  "max_force_ev_per_a": 2.52,
  "symbols": ["C", "C", "C", "N", "P", "O", "C", "C", "O", "C", "F", "F", "F", "H", "H", "H", "H", "H", "H", "H", "H", "H", "H", "H", "H", "H", "H", "H", "C", "C", "C", "O", "H", "H", "H", "H", "H", "H", "H", "H", "C", "C", "C", "O", "H", "H", "H", "H", "H", "H", "H", "H", "C", "C", "C", "O", "H", "H", "H", "H", "H", "H", "H", "H", "C", "C", "C", "O", "H", "H", "H", "H", "H", "H", "H", "H", "C", "C", "C", "O", "H", "H", "H", "H", "H", "H", "H", "H", "C", "C", "C", "O", "H", "H", "H", "H", "H", "H", "H", "H", "C", "C", "C", "O", "H", "H", "H", "H", "H", "H", "H", "H", "C", "C", "C", "O", "H", "H", "H", "H", "H", "H", "H", "H", "C", "C", "C", "O", "H", "H", "H", "H", "H", "H", "H", "H", "C", "C", "C", "O", "H", "H", "H", "H", "H", "H", "H", "H"],
  "xyz": [[0.76285, 1.02669, -5.28863], [-0.11410, 0.07579, -4.35846], [-1.22443, 0.88013, -3.52549], [-1.34090, 0.45372, -2.10385], [-2.16096, -1.11410, -1.90100], [-3.09453, -2.59762, -1.66239], [-0.90809, -1.76575, -0.64396], [0.60371, -1.66892, -1.08731], [0.91768, -2.76687, -1.95755], [1.53758, -1.83514, 0.21567], [1.20922, -0.90448, 1.22105], [1.48033, -3.11675, 0.72987], [2.85503, -1.54883, -0.20703], [1.73096, 0.48137, -5.54174], [0.14448, 1.22443, -6.22584], [1.02189, 1.99720, -4.75804], [0.59468, -0.51555, -3.69080], [-0.68919, -0.71942, -4.94643], [-0.90990, 1.97771, -3.54611], [-2.25673, 0.83573, -3.99790], [-1.81457, 1.17710, -1.54296], [-3.28755, -0.38732, -1.36578], [-2.19308, -1.39359, -3.29985], [-2.60363, -3.24935, -2.20975], [-1.12132, -2.86372, -0.41927], [-1.06211, -1.21797, 0.33187], [0.90737, -0.68275, -1.54427], [1.78741, -2.56692, -2.35854], [-0.92630, -1.91039, 4.77170], [-1.81737, -0.75403, 4.34488], [-2.73160, -1.15455, 3.19746], [-1.00482, 0.34756, 3.94377], [-0.28155, -2.23058, 3.94673], [-0.26762, -1.60559, 5.58871], [-1.52032, -2.76598, 5.10209], [-2.41874, -0.42057, 5.19429], [-2.14844, -1.44909, 2.31945], [-3.35745, -0.31186, 2.89356], [-3.37973, -1.98722, 3.48090], [-0.46815, 0.06340, 3.19292], [4.58011, -3.32900, 3.70853], [4.48392, -1.84283, 4.01428], [3.19705, -1.51162, 4.75476], [4.53322, -1.10417, 2.79685], [3.75239, -3.65004, 3.06796], [5.50330, -3.55022, 3.16693], [4.56166, -3.92342, 4.62536], [5.34378, -1.53504, 4.61594], [2.32208, -1.77014, 4.15010], [3.13586, -0.43930, 4.95754], [3.13685, -2.05082, 5.70352], [3.77752, -1.36886, 2.25752], [-7.70918, -1.77118, -1.88336], [-6.66707, -1.30333, -2.88668], [-6.61953, -2.21585, -4.10228], [-5.38477, -1.27809, -2.26140], [-7.47590, -2.77656, -1.51736], [-7.72426, -1.11297, -1.01100], [-8.70637, -1.78466, -2.32810], [-6.89459, -0.28250, -3.20295], [-6.34824, -3.23636, -3.81337], [-5.85886, -1.87409, -4.80907], [-7.58501, -2.24307, -4.61355], [-5.16991, -2.17676, -1.97612], [6.24535, -3.02671, -0.16569], [6.52726, -4.37332, -0.81361], [6.67102, -5.46974, 0.23078], [7.72457, -4.28980, -1.58080], [7.06616, -2.73121, 0.49510], [6.15562, -2.24650, -0.92562], [5.32131, -3.05514, 0.41728], [5.71726, -4.62662, -1.50303], [7.50708, -5.25812, 0.90480], [6.88434, -6.42913, -0.24714], [5.75987, -5.57057, 0.82632], [8.44749, -4.06598, -0.97851], [-11.02987, 0.48052, -5.88372], [-10.07433, -0.46808, -5.17667], [-10.75851, -1.77999, -4.82335], [-9.58557, 0.14848, -3.98740], [-11.88010, 0.72768, -5.24137], [-10.52922, 1.42196, -6.12171], [-11.40842, 0.04150, -6.81036], [-9.21070, -0.66497, -5.81756], [-11.60021, -1.60992, -4.14429], [-10.06472, -2.44801, -4.30646], [-11.12941, -2.28589, -5.71803], [-10.34128, 0.32809, -3.41259], [12.47027, -2.64699, -1.44884], [11.20169, -2.21059, -0.73331], [11.51956, -1.38634, 0.50424], [10.44820, -3.36321, -0.35636], [13.08870, -3.27378, -0.79850], [12.22701, -3.24701, -2.32901], [13.06103, -1.78459, -1.76598], [10.57882, -1.62551, -1.41412], [12.10549, -1.96999, 1.22142], [10.59990, -1.08924, 1.01405], [12.08199, -0.48638, 0.24547], [10.98871, -3.88876, 0.24592], [-12.20804, 2.82129, -0.57433], [-12.37604, 3.14234, -2.05111], [-13.81347, 3.51642, -2.37615], [-11.99163, 2.00994, -2.83093], [-12.83212, 1.96902, -0.28729], [-11.17365, 2.54378, -0.35743], [-12.47846, 3.67669, 0.04895], [-11.71139, 3.96479, -2.32599], [-14.49239, 2.68791, -2.15073], [-13.92180, 3.73370, -3.44153], [-14.13187, 4.39249, -1.80660], [-12.57380, 1.27622, -2.59566], [7.33139, -0.23407, 7.07716], [7.23327, 1.22201, 6.64975], [5.93583, 1.85363, 7.13079], [7.30301, 1.30572, 5.22669], [6.51284, -0.82191, 6.64979], [8.26193, -0.67814, 6.71552], [7.29814, -0.33002, 8.16511], [8.08418, 1.78011, 7.04930], [5.06914, 1.33787, 6.70540], [5.87357, 2.89592, 6.80737], [5.86053, 1.82058, 8.22039], [6.55481, 0.81546, 4.86235], [-5.00714, 5.24683, -4.47106], [-3.91301, 4.21363, -4.68980], [-4.41873, 3.03781, -5.51133], [-3.44302, 3.74421, -3.42733], [-5.84882, 4.81277, -3.92231], [-4.63337, 6.07989, -3.87080], [-5.37604, 5.63887, -5.42185], [-3.06467, 4.67896, -5.19800], [-5.24043, 2.52828, -4.99802], [-3.62595, 2.29859, -5.65146], [-4.77018, 3.36386, -6.49319], [-4.18496, 3.33066, -2.96886], [8.62219, 5.81692, 7.06560], [8.47892, 6.13565, 5.58551], [7.04564, 6.50428, 5.23496], [8.88022, 5.00526, 4.81562], [7.99620, 4.96244, 7.34250], [9.65363, 5.54327, 7.30079], [8.33773, 6.67232, 7.68333], [9.14542, 6.96057, 5.32131], [6.36605, 5.67348, 5.44950], [6.95527, 6.71969, 4.16764], [6.71377, 7.38027, 5.79782], [8.29689, 4.26858, 5.04123]],
  "forces_ev_per_a": [[-0.539, -0.764, 0.030], [-0.459, -0.270, 0.210], [0.590, 0.979, -0.009], [0.348, 0.046, -0.906], [-1.179, 0.439, 1.549], [0.802, -0.206, -0.931], [1.008, -0.777, 0.031], [0.202, -0.133, 1.451], [0.215, 1.056, 0.197], [-0.177, 0.528, -1.003], [0.832, -1.866, -1.481], [0.427, 2.346, -0.425], [-1.947, -0.768, 1.334], [-1.292, 0.838, 0.050], [1.135, 0.034, 1.097], [-0.386, -1.204, -0.679], [-1.061, 0.898, -0.510], [1.092, 1.056, 0.403], [-0.559, -1.369, 0.120], [1.211, -0.023, 0.000], [0.339, -0.497, -0.566], [0.535, -0.972, -0.080], [0.486, 0.223, 0.466], [-0.673, 0.157, 0.604], [0.277, 1.500, -0.377], [0.130, -0.282, -1.217], [-0.652, -0.908, 0.603], [-0.608, -0.247, 0.215], [0.061, -0.042, 0.284], [0.344, -0.350, -0.550], [-0.285, 0.129, 0.017], [-0.083, 0.235, 0.190], [-0.136, -0.013, -0.068], [-0.098, -0.002, -0.014], [0.059, 0.008, -0.035], [0.130, 0.166, -0.071], [0.047, -0.117, 0.115], [0.012, -0.058, 0.085], [0.034, 0.018, -0.076], [-0.045, 0.005, 0.089], [0.292, -0.160, 0.026], [-0.678, -0.306, -0.313], [0.025, 0.202, 0.227], [0.312, 0.213, 0.067], [-0.077, 0.074, 0.108], [-0.019, 0.042, 0.088], [-0.023, -0.008, -0.061], [0.032, 0.083, -0.184], [0.080, -0.112, 0.006], [0.039, -0.068, 0.019], [-0.048, 0.016, -0.043], [0.084, 0.056, 0.038], [-0.205, 0.103, 0.142], [0.033, -0.498, 0.216], [0.045, 0.079, -0.248], [-0.331, 0.364, -0.176], [0.043, -0.014, -0.129], [-0.010, 0.023, -0.103], [0.061, 0.022, 0.029], [0.088, -0.044, 0.077], [-0.105, 0.027, 0.079], [-0.080, 0.043, 0.034], [0.040, -0.021, 0.018], [0.302, 0.138, -0.031], [-0.207, 0.148, -0.088], [0.521, 0.212, 0.444], [-0.127, -0.279, -0.025], [-0.205, -0.119, -0.238], [-0.043, -0.128, 0.044], [-0.055, -0.082, 0.022], [0.056, 0.064, 0.016], [0.152, -0.002, -0.088], [-0.079, 0.132, 0.000], [-0.077, 0.068, -0.007], [0.054, -0.009, 0.017], [0.127, 0.078, -0.097], [0.048, 0.130, -0.238], [-0.631, 0.135, 0.314], [0.164, -0.244, -0.035], [0.352, -0.142, -0.062], [0.039, -0.098, -0.002], [0.002, -0.094, -0.001], [0.002, 0.024, 0.035], [0.069, 0.079, 0.173], [-0.031, 0.086, -0.107], [-0.012, 0.024, -0.090], [-0.020, 0.001, 0.068], [0.075, 0.229, -0.106], [-0.020, -0.073, -0.294], [0.554, -0.083, 0.342], [-0.210, 0.180, 0.095], [-0.405, -0.100, -0.089], [-0.011, 0.127, 0.077], [-0.020, 0.102, 0.031], [-0.002, -0.060, 0.033], [-0.122, -0.204, 0.069], [0.086, -0.002, -0.121], [0.047, 0.029, -0.096], [-0.011, -0.052, 0.045], [-0.035, 0.067, -0.070], [0.264, 0.044, 0.119], [-0.501, -0.296, 0.387], [-0.049, 0.166, -0.238], [0.281, -0.132, -0.245], [-0.100, 0.098, -0.052], [-0.048, 0.091, -0.034], [-0.003, -0.070, -0.006], [0.061, -0.204, -0.131], [0.064, 0.028, 0.131], [0.054, 0.045, 0.082], [-0.015, -0.063, -0.023], [-0.048, 0.167, 0.036], [0.278, -0.114, 0.085], [-0.608, -0.397, -0.146], [0.008, 0.258, 0.097], [0.278, 0.232, 0.016], [-0.078, 0.112, 0.078], [-0.026, 0.084, 0.059], [-0.025, -0.034, -0.054], [0.016, 0.002, -0.215], [0.074, -0.098, 0.057], [0.048, -0.047, 0.061], [-0.040, 0.005, -0.052], [0.069, 0.074, -0.009], [0.066, 0.285, 0.018], [-0.645, -0.263, 0.155], [0.167, -0.137, -0.176], [0.353, 0.050, 0.063], [0.014, -0.090, -0.122], [0.027, -0.042, -0.095], [-0.023, -0.018, 0.061], [0.070, -0.075, 0.205], [-0.045, 0.132, -0.012], [-0.008, 0.099, -0.029], [-0.014, -0.045, 0.046], [0.042, 0.050, -0.087], [0.242, 0.090, 0.161], [-0.490, -0.492, 0.217], [-0.063, 0.220, -0.181], [0.231, 0.129, -0.115], [-0.102, 0.088, -0.063], [-0.047, 0.083, -0.043], [-0.006, -0.069, 0.011], [0.054, -0.172, -0.107], [0.069, 0.019, 0.119], [0.056, 0.032, 0.082], [-0.028, -0.053, -0.023], [0.063, 0.030, -0.079]]
}

=====

No. 2
{
  "formula": "C6H6",
  "method": "ωB97M-V/def2-TZVPD",
  "homo_energy_ha": -0.3506,
  "e_lumo_ev": 1.0,
  "e_tot_ha": -232.0904,
  "charge": 0,
  "smiles": "C#CCC=C=C",
  "max_force_ev_per_a": 0.54,
  "symbols": ["C", "C", "C", "C", "C", "C", "H", "H", "H", "H", "H", "H"],
  "xyz": [[3.09020, 0.13795, 0.44781], [1.92236, -0.01737, 0.69329], [0.49433, -0.25165, 0.91895], [-0.24460, -0.51135, -0.37365], [-1.42848, -0.02768, -0.62477], [-2.55800, 0.53408, -0.95134], [4.12483, 0.27973, 0.22944], [0.03606, 0.59124, 1.44832], [0.37117, -1.13258, 1.56245], [0.22989, -1.16032, -1.10666], [-2.50911, 1.38974, -1.61591], [-3.52866, 0.16822, -0.62793]],
  "forces_ev_per_a": [[-0.429, -0.039, 0.101], [0.518, 0.065, -0.116], [-0.006, 0.008, 0.078], [-0.238, -0.016, -0.070], [0.077, 0.026, -0.110], [0.132, -0.059, -0.070], [-0.152, -0.011, 0.056], [0.125, -0.107, -0.094], [0.111, 0.137, -0.029], [-0.114, -0.108, 0.193], [-0.207, 0.162, 0.210], [0.184, -0.059, -0.149]]
}